(1)
The following is a DFT calculation (ωB97M-V with the def2-TZVPD basis set) of C5H7NO as an isolated structure.

Each line ends with the Löwdin charge.
Positions of all 14 atoms, in Å:
O: -1.689 1.415 -1.061  0.0003
C: -0.448 0.776 -1.045  -0.3057
C: 0.424 0.752 0.211  -0.1590
C: -0.336 -0.398 0.929  -0.1363
C: 0.963 -1.164 0.991  -0.1463
N: 1.118 -0.497 -0.351  0.0270
C: -0.391 -0.678 -0.599  -0.1519
H: -1.523 2.366 -1.081  0.0991
H: 0.149 0.944 -1.955  0.1509
H: 1.002 1.558 0.675  0.1393
H: -1.101 -0.410 1.712  0.1251
H: 1.699 -0.837 1.734  0.1073
H: 0.908 -2.256 0.942  0.1075
H: -0.777 -1.570 -1.100  0.1426

Forces on the atoms, in the same order (eV/Å):
-0.06 0.21 0.18
0.26 -0.17 0.00
0.18 0.47 0.12
-0.16 -0.09 0.31
0.13 -0.22 0.26
0.27 -0.12 -0.07
-0.24 -0.29 -0.33
-0.16 -0.16 -0.03
-0.23 0.06 0.14
-0.01 -0.16 -0.07
-0.19 0.35 -0.41
0.00 -0.09 -0.12
0.09 0.10 -0.03
0.11 0.11 0.07

Calculated values
* energy relative to the best compared isomer or geometry (same formula, charge and spin): 99.0 kcal per mole
* HOMO energy: -9.3006 eV
* gap between HOMO and LUMO: 10.150 eV

=====

(2)
The following is a DFT calculation (ωB97M-V with the def2-TZVPD basis set) of C25H29BrIrN3O4S4 as an isolated structure at a distorted geometry.

Each line ends with the Löwdin charge.
Positions of all 67 atoms, in Å:
Ir: -0.119 0.390 -0.216  0.5989
O: 3.988 -2.493 3.481  0.1433
C: 3.032 -1.924 2.759  -0.2826
C: 1.865 -1.369 3.292  0.0406
C: 0.966 -0.781 2.440  -0.1378
N: 1.124 -0.735 1.102  -0.1776
C: 2.233 -1.319 0.614  -0.6955
Br: 2.367 -1.355 -1.260  0.8837
C: 3.209 -1.903 1.376  -0.0040
H: 3.805 -2.459 4.430  0.1421
H: 1.670 -1.384 4.356  0.1334
H: 0.075 -0.313 2.829  0.0712
H: 4.093 -2.335 0.929  0.1354
C: 0.848 2.110 -4.662  -0.0058
O: -0.364 1.708 -3.961  -0.1121
C: -0.319 1.556 -2.684  -1.1593
S: -1.658 1.032 -1.781  0.7300
S: 1.002 1.798 -1.651  0.6604
H: 0.545 2.244 -5.693  0.1096
H: 1.589 1.319 -4.569  0.1011
H: 1.219 3.045 -4.247  0.1004
C: -5.382 3.553 4.711  -0.0893
C: -4.154 3.333 3.834  -0.2306
C: -3.679 1.888 3.930  -0.1458
N: -2.367 1.704 3.270  0.0606
C: -2.132 1.486 1.998  -0.6781
S: -0.523 1.857 1.416  0.7143
N: -3.076 1.050 1.136  0.1153
C: -4.156 0.108 1.207  -0.3837
O: -4.994 0.188 0.355  0.1548
C: -4.109 -0.965 2.230  -0.1738
C: -5.318 -1.535 2.622  0.0021
C: -5.320 -2.612 3.494  -0.0372
C: -4.119 -3.129 3.962  -0.0471
C: -2.911 -2.578 3.550  -0.0630
C: -2.905 -1.494 2.688  -0.0585
H: -5.768 4.563 4.583  0.0837
H: -5.141 3.420 5.766  0.0828
H: -6.183 2.857 4.455  0.0822
H: -3.346 4.002 4.144  0.1173
H: -4.386 3.565 2.791  0.1165
H: -4.399 1.211 3.485  0.1079
H: -3.546 1.587 4.968  0.1399
H: -1.569 2.035 3.797  0.1446
H: -2.958 1.399 0.194  0.0533
H: -6.244 -1.124 2.243  0.1322
H: -6.259 -3.054 3.801  0.1201
H: -4.124 -3.970 4.644  0.1180
H: -1.977 -3.001 3.900  0.1108
H: -1.965 -1.095 2.330  0.0774
C: -2.764 -3.616 -0.351  -0.1930
S: -1.156 -2.912 -0.639  0.9837
O: -1.399 -1.438 -0.257  -0.7137
C: -1.071 -2.952 -2.399  -0.4243
C: 0.006 -3.624 -2.962  -0.1068
C: 0.137 -3.651 -4.345  -0.0515
C: -0.796 -2.998 -5.137  -0.0423
C: -1.871 -2.326 -4.561  -0.0454
C: -2.020 -2.305 -3.186  -0.0835
H: -3.510 -3.029 -0.884  0.0719
H: -2.944 -3.584 0.722  0.0495
H: -2.749 -4.647 -0.705  0.0822
H: 0.728 -4.127 -2.330  0.1058
H: 0.966 -4.177 -4.798  0.1191
H: -0.689 -3.015 -6.214  0.1194
H: -2.595 -1.822 -5.187  0.1203
H: -2.857 -1.786 -2.735  0.1066

Forces on the atoms, in the same order (eV/Å):
-0.75 -2.01 -0.67
-0.02 0.03 0.02
0.02 -0.04 0.04
0.00 -0.04 0.02
0.02 -0.08 -0.12
0.87 0.37 0.28
-0.21 -0.01 0.09
-0.04 -0.09 -0.09
-0.01 -0.02 -0.05
0.00 -0.01 -0.01
0.01 0.01 0.00
0.01 0.04 0.01
-0.02 -0.03 0.00
-0.01 0.07 0.02
0.02 0.01 0.10
-0.15 0.56 -0.23
-0.21 0.01 -0.57
0.58 0.34 0.48
0.00 -0.01 -0.02
0.00 -0.01 0.00
-0.02 0.00 0.01
-0.01 0.00 -0.02
-0.02 -0.02 0.04
0.08 0.13 -0.10
-0.12 0.07 0.03
0.16 -0.05 0.01
-0.32 0.59 0.19
0.06 -0.04 0.03
0.05 0.00 0.05
-0.02 0.00 0.00
0.04 0.01 -0.07
-0.03 0.01 0.04
0.00 0.02 0.01
0.01 -0.02 -0.02
-0.02 0.02 0.05
0.03 0.02 0.04
0.01 -0.01 0.00
-0.01 -0.02 -0.01
0.01 0.02 0.00
-0.02 0.01 0.00
0.04 0.01 0.00
-0.04 -0.07 0.02
0.01 -0.03 0.00
0.03 -0.11 0.02
-0.06 0.03 -0.04
0.01 -0.03 -0.03
0.01 0.02 0.02
0.00 0.00 -0.02
0.00 0.01 0.00
0.00 0.00 -0.02
-0.06 -0.06 0.04
0.17 0.10 0.19
-0.09 0.31 0.38
-0.01 -0.03 -0.14
-0.01 -0.01 -0.01
0.01 0.00 0.01
0.00 0.02 0.00
0.01 0.00 -0.01
0.01 0.01 0.03
0.00 -0.01 0.00
0.01 -0.01 -0.02
-0.01 0.01 -0.01
0.00 0.02 0.00
-0.02 -0.01 0.00
-0.01 -0.01 0.01
0.00 -0.03 0.00
0.03 0.02 0.01

Calculated values
* energy relative to the best compared isomer or geometry (same formula, charge and spin): 32.8 kcal per mole
* HOMO energy: -14.2059 eV
* charge: +2
* gap between HOMO and LUMO: 7.534 eV

=====

(3)
The following is a DFT calculation (ωB97M-V with the def2-TZVPD basis set) of C21H30BF4GeI2N2O5SeV as an isolated structure at a distorted geometry.

Each line ends with the Löwdin charge.
Positions of all 68 atoms, in Å:
V: 0.921 0.114 0.462  0.8654
I: 2.369 3.660 -6.197  0.8111
C: 2.178 2.474 -4.499  -0.7631
C: 3.313 2.138 -3.774  -0.2444
C: 3.196 1.348 -2.635  -0.6554
I: 4.891 0.910 -1.536  0.9054
C: 1.945 0.872 -2.228  -0.4192
O: 1.783 0.078 -1.208  -0.2392
C: 0.802 1.252 -2.957  -0.1520
C: -0.525 0.786 -2.428  -0.1284
N: -0.732 1.189 -1.018  -0.0663
C: -0.742 2.636 -0.823  -0.1233
C: 0.339 3.139 0.107  -0.2197
C: 0.454 4.502 0.367  -0.0174
C: 1.445 4.941 1.221  -0.0600
C: 2.299 4.010 1.796  -0.0462
C: 2.119 2.678 1.481  -0.0950
N: 1.160 2.246 0.653  0.0381
C: 0.922 2.045 -4.084  -0.1220
H: 4.287 2.490 -4.083  0.0703
H: -0.568 -0.306 -2.442  0.1034
H: -1.318 1.197 -3.067  0.1228
H: -1.584 0.782 -0.661  0.0847
H: -1.710 2.977 -0.440  0.1274
H: -0.601 3.142 -1.784  0.1280
H: -0.240 5.186 -0.104  0.1159
H: 1.552 5.997 1.436  0.1056
H: 3.093 4.296 2.470  0.1050
H: 2.756 1.911 1.898  0.1162
H: 0.032 2.330 -4.634  0.0963
F: 0.950 0.142 2.783  0.0655
B: -0.465 0.215 3.001  -1.2297
F: -0.991 -0.961 3.461  0.1729
F: -0.790 1.299 3.784  0.1554
F: -0.939 0.456 1.636  0.0088
O: -0.454 -4.252 0.384  -0.5309
Se: -0.358 -2.659 -0.046  0.8670
O: -3.098 -3.835 0.944  -0.2834
O: 0.862 -1.904 0.869  -0.5605
O: -0.111 -2.454 -1.651  -0.5256
C: -5.414 2.512 1.190  -0.1196
C: -5.025 1.171 1.793  -0.2692
C: -4.088 0.385 0.885  -0.2889
C: -3.708 -0.982 1.452  -0.2652
Ge: -2.788 -2.212 0.270  0.8633
C: -3.355 -2.113 -1.599  -0.2806
C: -4.489 -3.105 -1.889  -0.2844
C: -5.799 -2.778 -1.184  -0.2881
C: -6.909 -3.752 -1.552  -0.1188
H: -6.096 3.075 1.831  0.0647
H: -5.905 2.383 0.222  0.0690
H: -4.530 3.133 1.028  0.0661
H: -5.920 0.573 1.998  0.1086
H: -4.534 1.326 2.758  0.1151
H: -3.186 0.980 0.742  0.0824
H: -4.561 0.277 -0.098  0.0975
H: -4.617 -1.553 1.680  0.0732
H: -3.151 -0.895 2.383  0.0660
H: -2.237 -4.308 0.838  -0.0133
H: -2.480 -2.328 -2.216  0.0501
H: -3.662 -1.090 -1.836  0.0624
H: -4.175 -4.109 -1.595  0.1083
H: -4.671 -3.140 -2.970  0.1100
H: -6.100 -1.753 -1.432  0.1075
H: -5.656 -2.805 -0.100  0.0923
H: -7.114 -3.728 -2.626  0.0687
H: -7.842 -3.530 -1.032  0.0646
H: -6.624 -4.774 -1.296  0.0747

Forces on the atoms, in the same order (eV/Å):
-0.95 0.01 0.16
-0.01 0.12 -0.17
0.07 -0.15 0.25
-0.09 -0.03 0.04
-0.11 0.41 -0.59
0.08 -0.12 0.20
-0.30 -0.61 0.76
1.13 -0.18 -0.57
-0.05 0.30 -0.09
-0.13 -0.10 0.01
0.57 0.18 0.15
-0.13 0.11 -0.04
-0.11 0.03 -0.06
-0.02 -0.17 -0.05
0.03 0.08 0.03
-0.05 -0.06 -0.05
0.11 0.17 0.06
0.20 0.10 0.18
0.01 -0.03 0.07
-0.01 0.01 -0.02
0.02 -0.02 -0.03
-0.03 -0.07 0.01
-0.06 -0.06 -0.03
0.01 -0.04 0.06
-0.03 -0.02 0.00
0.03 0.05 0.02
0.01 -0.01 0.01
-0.02 0.05 0.00
0.01 -0.01 0.00
0.01 0.01 -0.02
0.07 0.09 -0.03
0.05 0.09 -0.13
0.05 0.00 0.03
0.03 0.03 0.00
-0.32 -0.18 0.05
0.18 0.68 -0.16
0.72 -0.50 0.21
0.18 0.23 -0.20
-1.04 -0.20 -0.85
-0.08 0.03 0.50
-0.01 0.11 -0.07
0.01 -0.05 0.11
0.02 -0.14 -0.03
-0.10 0.18 0.15
0.00 -0.34 0.14
-0.10 -0.06 -0.21
0.07 0.06 -0.04
-0.01 0.05 0.05
-0.07 -0.06 -0.05
0.01 -0.03 0.04
0.01 -0.03 0.01
0.00 -0.01 0.00
0.00 0.01 -0.04
0.00 -0.01 0.00
0.13 0.08 -0.04
0.00 -0.03 0.01
0.01 0.00 0.02
0.05 0.04 0.02
-0.16 -0.02 0.08
0.02 -0.05 0.07
-0.05 0.01 0.03
0.03 -0.01 0.00
0.01 0.02 0.00
-0.01 -0.01 -0.01
0.06 0.00 0.01
0.02 0.01 0.00
0.02 0.03 0.02
0.01 0.01 0.01

Calculated values
* HOMO energy (alpha / beta): -4.2221 / -3.6260 eV
* charge: -1
* expectation value of S²: 0.75
* gap between HOMO and LUMO (alpha / beta): 6.233 / 5.637 eV
* multiplicity: 2